20
Properties=species:S:1:pos:R:3:nbo_charge:R:1 method="wB97M-V/def2-TZVPD" e_tot_ha=-3745.80067 smiles="CO[Si@@](Cl)(Br)[C@H]1C=CC=CC1=O" homo_ev=-8.9
C -2.577 -1.623 -1.079 -0.27
O -1.141 -1.805 -1.324 -0.95
Si 0.205 -1.742 -0.511 1.75
Cl 0.981 -3.328 0.600 -0.38
Br 1.629 -1.608 -2.257 -0.32
C 0.247 -0.213 0.688 -0.83
C 1.508 0.140 1.200 -0.11
C 2.017 1.426 1.110 -0.27
C 1.350 2.476 0.458 -0.12
C 0.135 2.298 0.010 -0.31
C -0.533 1.033 0.231 0.56
O -1.711 0.910 -0.032 -0.59
H -2.874 -1.264 -2.092 0.19
H -2.633 -0.762 -0.433 0.25
H -2.968 -2.652 -0.921 0.20
H -0.302 -0.663 1.521 0.30
H 2.219 -0.613 1.475 0.22
H 3.096 1.584 1.379 0.22
H 1.965 3.388 0.308 0.22
H -0.611 3.017 -0.332 0.24